# C4H13N2O

A cluster of 2 separate species, C4H13N2O in total in a non-equilibrium geometry (ωB97M-V with the def2-TZVPD basis set, OMol25).

Output
- strongest force on any atom (eV/A) = 2.2
- HOMO-LUMO gap (hartree) = 0.3196
- highest occupied orbital energy (eV) = -12.214
- relative energy (zero: lowest compared OMol25 entry of this formula, charge and spin) (eV) = 2.879
- total charge = +1
- E_tot (Ha) = -344.66104

Element x y z (Å)
H -1.7231 -2.8060 -0.7010
H 1.8206 0.0815 1.6410
C -0.2618 -0.7611 -0.9765
H 1.6811 2.0884 -0.4504
N -1.4257 -2.4850 0.2224
C 0.7080 0.3547 -1.2638
H 0.0321 -1.1929 1.1510
H -1.6842 2.6982 -0.0300
H 0.3873 0.9971 -2.0887
O -1.6080 1.9656 0.6208
H 2.8436 1.1270 1.1131
H 0.3908 1.6768 0.5445
H -0.7039 -0.9938 -1.9394
N 2.1285 0.5055 0.7739
C -0.4167 -1.3567 0.1864
H -1.8381 2.4030 1.4525
C 1.1641 1.2176 -0.0691
H -0.9693 -3.3063 0.6329
H 1.6574 -0.0630 -1.6348
H -2.1828 -2.1506 0.8151

natural (NBO) population analysis, charges in e, atoms 1 to 6: 0.4489 0.3474 -0.1079 0.2073 -0.6855 -0.4648

---

# C2H2CrFO2

A structure of composition C2H2CrFO2 in a non-equilibrium geometry (ωB97M-V with the def2-TZVPD basis set, OMol25).

Output
- strongest force on any atom (eV/A) = 1.9
- HOMO-LUMO gap (alpha / beta) (hartree) = 0.2890 / 0.3622
- highest occupied orbital energy (alpha / beta) (eV) = -8.234 / -11.209
- relative energy (zero: lowest compared OMol25 entry of this formula, charge and spin) (eV) = 0.000
- total charge = 0
- spin multiplicity = 6
- E_tot (Ha) = -1372.18877

Element x y z (Å)
O 1.0584 -0.7336 -0.7188
H -1.0123 -0.0407 1.7838
O -0.0103 1.2861 0.5474
H 0.3038 -1.9766 0.7599
C -0.4163 0.1094 0.8742
Cr 0.6776 1.1056 -1.2806
F -0.9195 1.2289 -2.2685
C 0.3186 -0.9791 0.3026

natural (NBO) population analysis, charges in e, atoms 1 to 6: -0.7270 0.1696 -0.6778 0.1667 0.1782 1.4717

---

# C2H4N2OS2

A cluster of 2 separate species, C2H4N2OS2 in total in a non-equilibrium geometry (ωB97M-V with the def2-TZVPD basis set, OMol25).

Output
- strongest force on any atom (eV/A) = 7.3
- HOMO-LUMO gap (hartree) = 0.2317
- highest occupied orbital energy (eV) = -8.905
- relative energy (zero: lowest compared OMol25 entry of this formula, charge and spin) (eV) = 6.602
- total charge = 0
- E_tot (Ha) = -1059.50063

Element x y z (Å)
C -1.1411 2.4513 0.3697
C 0.3702 -1.3576 -0.2813
N 1.2106 -2.1965 -1.0068
N -0.9026 1.0698 0.1249
H 1.2602 -3.0770 -0.2771
H -1.1976 0.2525 0.8315
S 0.5435 0.4618 -0.5874
H 2.8198 -1.8428 0.1817
S -0.1174 3.5572 -0.3308
O -0.7300 -1.8841 -0.0500
H -2.1155 2.5653 1.0256

natural (NBO) population analysis, charges in e, atoms 1 to 6: -0.1029 0.4237 -0.5827 -0.7615 0.3966 0.4342

---

# C43H46As2AuN2PS3

A structure of composition C43H46As2AuN2PS3 (ωB97M-V with the def2-TZVPD basis set, OMol25).

Output
- strongest force on any atom (eV/A) = 0.2
- HOMO-LUMO gap (alpha / beta) (hartree) = 0.2859 / 0.2282
- highest occupied orbital energy (alpha / beta) (eV) = -12.081 / -13.219
- relative energy (zero: lowest compared OMol25 entry of this formula, charge and spin) (eV) = 0.015
- total charge = +2
- spin multiplicity = 3
- E_tot (Ha) = -7918.39169

Element x y z (Å)
C -2.9615 -3.8659 5.6789
C -1.1767 3.3036 -2.7788
C -3.2388 0.6779 -1.8016
C -2.8499 -3.3145 3.3446
H -1.0474 5.1595 -3.8391
H -0.0435 6.3775 -1.9366
C -1.5857 -4.7371 1.1602
C -0.0541 4.6722 -0.6379
As 2.0757 0.2540 -1.7029
S -0.1073 -2.1614 2.2355
C 1.9889 -2.4835 -2.5986
C 3.5452 5.0103 0.8095
C -5.9610 0.5055 -2.2707
H 0.3599 5.2197 0.1995
C 3.5336 -3.4654 -0.5029
H 0.1040 -6.1813 -1.3922
H -2.4686 -4.1084 6.6105
C -4.9855 -3.4788 4.4289
H 5.0184 -0.3899 -1.9561
N 2.6218 2.8674 1.4939
H -0.5778 -1.0534 -2.9493
C -4.2390 -3.2383 3.2856
C -2.1835 -5.8683 1.7068
C 0.8914 0.5336 -3.2395
S 1.8500 0.3714 1.1503
C 6.0173 1.4580 -2.3935
H 1.5935 3.7087 3.9967
H 0.4894 2.6453 4.8209
C 4.6148 3.4089 -2.5864
H -3.1218 -1.2781 -2.7097
C -4.0730 1.7197 -1.4100
C 1.7732 1.9397 1.9110
C 3.4973 2.6369 -2.3099
H 3.6603 -1.4430 0.1768
C 4.9049 0.6739 -2.1226
H 1.8138 4.7160 2.0574
H -1.6390 2.7828 -3.6100
H -7.0243 0.4408 -2.4582
H 4.5227 4.5582 0.6326
C -0.5323 0.0320 -3.0441
S -2.7959 -1.8869 0.5100
H 3.7084 6.0436 1.1103
H -0.2846 -3.9661 -0.3756
H 2.5148 3.0997 -2.2758
H -1.1267 -3.6814 4.5863
C 2.2673 -3.8394 -2.5154
C -1.1339 -7.2213 0.0214
C -0.3706 3.3252 -0.5065
H -0.2102 2.8113 0.4343
C -4.3475 -3.7927 5.6208
C 3.2620 -2.1083 -0.5788
As -1.3600 0.7713 -1.4308
C -3.7631 -0.4547 -2.4176
C -0.9269 2.6397 -1.5784
H -2.4166 -7.9922 1.5561
H -5.5379 -1.4107 -3.1394
H 3.3493 4.3168 2.8376
Au -0.6323 -0.5490 0.5141
C -0.7565 -4.8490 0.0420
H 4.1360 -3.8465 0.3105
H -1.4214 3.4652 3.4338
H -6.0883 2.4397 -1.3504
N 0.8826 2.0791 2.8839
H -2.8256 -5.7859 2.5738
H 6.7430 3.4224 -2.8455
H 3.2523 -5.3878 -1.4065
C 5.8724 2.8188 -2.6265
C -1.9533 -7.1117 1.1325
C -0.2862 5.3278 -1.8375
C -5.4362 1.6297 -1.6480
H -4.7346 -2.9867 2.3560
H -3.6669 2.6029 -0.9314
H 1.4018 -2.1182 -3.4312
C 0.6725 3.1492 3.8724
H -0.3427 4.5629 2.5701
H -0.9582 -8.1913 -0.4244
H 0.9073 1.6102 -3.4091
H 4.5063 4.4686 -2.7768
H -4.9330 -3.9793 6.5111
C 2.7946 4.2697 1.8995
C 3.0352 -4.3297 -1.4679
H 6.9977 1.0029 -2.4316
P -1.8788 -3.1096 1.8553
H 2.9830 5.0065 -0.1251
C 3.6465 1.2669 -2.0917
C 2.4918 -1.6141 -1.6312
C -0.8507 4.6440 -2.9087
H -0.6449 4.7933 4.2953
C -0.5349 -6.0895 -0.5237
H 1.3788 0.0621 -4.0963
H 0.3139 1.2539 3.0164
H 1.8916 -4.5101 -3.2767
C -2.2079 -3.6274 4.5414
C -0.5014 4.0447 3.5171
H 3.2541 2.5454 0.7735
C -5.1272 -0.5351 -2.6553
H -1.1489 0.3144 -3.8990
H -6.0646 -3.4197 4.3890

Löwdin population analysis, charges in e, atoms 1 to 6: -0.0581 -0.0991 -0.4204 -0.4191 0.1184 0.1171

---

# C18H24BrN3O10Tb

A structure of composition C18H24BrN3O10Tb (ωB97M-V with the def2-TZVPD basis set, OMol25).

Output
- strongest force on any atom (eV/A) = 0.9
- HOMO-LUMO gap (alpha / beta) (hartree) = 0.3209 / 0.2884
- highest occupied orbital energy (alpha / beta) (eV) = -6.250 / -5.366
- relative energy (zero: lowest compared OMol25 entry of this formula, charge and spin) (eV) = 0.328
- total charge = -1
- spin multiplicity = 7
- E_tot (Ha) = -5015.84139

Element x y z (Å)
H -3.9658 -0.9520 0.8146
N -2.7508 0.5962 -1.0483
C 0.1633 1.6565 5.1122
O 2.0838 0.3146 -0.2015
C -3.8673 0.0956 1.1140
H 1.5926 -2.5607 -0.8248
O -0.7589 2.1075 0.0884
C 4.0131 -0.5593 -2.1661
H 0.1592 2.6475 4.6607
H -3.8420 0.0137 -2.7847
H 6.2062 0.0135 -4.6745
H 1.7215 -1.9347 0.6828
H -0.2887 -3.8178 -0.3159
C -3.2135 -0.4220 -2.0006
O -1.5029 -1.8218 0.9142
H -0.7762 1.5138 5.6521
O -0.9018 -3.1502 2.6173
H -0.0406 -1.4217 4.0479
H -1.5289 1.4891 -2.5160
C 3.5144 1.4977 -3.2769
C -3.8210 0.9891 -0.1159
H 4.8258 2.0607 -4.8642
C -2.0571 -1.2141 -2.6790
H -3.8077 -1.1646 -1.4638
C -2.2516 1.7919 -1.7516
H -4.7939 0.9759 -0.6250
O -0.9558 -1.2485 -2.0328
C 0.1549 0.9210 2.7932
C 1.9696 0.6349 -1.4068
C 5.0854 -0.7676 -3.0166
Tb -0.4080 -0.0431 -0.2724
H 0.6918 -0.7943 5.5461
N 0.3369 0.6547 4.0861
C 4.5987 1.3084 -4.1213
H -0.1276 1.9506 2.5469
C 5.3723 0.1656 -4.0005
H -3.6288 2.0066 0.2271
H 1.6634 -0.9735 4.0645
H -3.0613 2.3475 -2.2340
C 0.2454 -3.3552 0.5150
H 3.7838 -1.2656 -1.3783
C 3.1962 0.5597 -2.2968
C -1.5149 2.7249 -0.7416
H -2.2440 -0.6032 1.8755
H -4.7394 0.3682 1.7187
O 0.3010 0.0562 1.9286
H 5.6990 -1.6532 -2.9106
O -1.7096 3.9307 -0.8130
O -2.3131 -1.7607 -3.7435
N 1.0641 -2.2569 -0.0179
O -2.6939 0.2696 1.8853
H 0.9871 1.6019 5.8245
C 0.6801 -0.7147 4.4614
C -0.8065 -2.7477 1.4595
H 0.8248 -4.1157 1.0423
O 0.8822 0.9298 -1.9565
Br 2.5545 3.1254 -3.4278

Löwdin population analysis, charges in e, atoms 1 to 6: 0.1142 -0.2395 -0.0493 -0.0709 -0.2369 0.0864

---

# C17H14FNO2

The molecule C17H14FNO2 (ωB97M-V with the def2-TZVPD basis set, OMol25).

Output
- strongest force on any atom (eV/A) = 0.7
- HOMO-LUMO gap (hartree) = 0.3159
- highest occupied orbital energy (eV) = -7.900
- SMILES = O=C(O)Cc1cn(Cc2ccc(F)cc2)c2ccccc12
- relative energy (zero: lowest compared OMol25 entry of this formula, charge and spin) (eV) = 0.000
- total charge = 0
- E_tot (Ha) = -961.35323

Element x y z (Å)
C 0.7493 0.2784 1.8246
H 1.8331 3.5380 1.5658
C -1.8570 -0.1975 -1.5601
H -1.8537 -1.8137 1.0302
C -0.1110 1.8886 0.5320
H -2.3653 1.7194 -0.7471
C -0.9407 -1.4624 1.4870
C -1.3863 -1.8554 -3.7100
H -3.8304 -1.0295 -1.5598
H -2.9699 0.3435 0.1935
C -2.8605 -1.0308 -2.0359
H 2.5652 2.2859 2.5927
C 1.4711 -0.5652 2.6686
O 2.9564 2.1215 -0.6245
H 0.1780 0.4329 -1.8126
C 0.9839 -1.8296 2.9082
F -1.1573 -2.6683 -4.7627
C -0.6115 -0.2075 -2.1771
C 2.1246 2.4860 1.6167
H -0.3172 2.7867 -0.0191
H 2.3947 -0.2328 3.1192
N -0.9698 0.8266 0.4751
H 0.5949 -1.0571 -3.7399
C -0.3678 -1.0384 -3.2549
C -0.2059 -2.2734 2.3240
H -3.4063 -2.5157 -3.4953
O 4.4094 2.2248 1.0618
H 5.0665 2.0794 0.3625
C 3.1731 2.2576 0.5489
C -2.6349 -1.8641 -3.1164
H 1.5287 -2.4997 3.5571
C 0.9423 1.6118 1.3538
H -0.5518 -3.2750 2.5325
C -0.4581 -0.1820 1.2440
C -2.1158 0.7168 -0.3828

natural (NBO) population analysis, charges in e, atoms 1 to 6: -0.1043 0.2469 -0.0640 0.2162 0.0058 0.2212